Formula: C3H4N2O
Source: OMol25
Level of theory: ωB97M-V/def2-TZVPD

Geometry as XYZ:
```
10
Properties=species:S:1:pos:R:3:nbo_charge:R:1
C -0.909 -0.232 -0.009 0.665
C 1.245 0.405 -0.017 -0.085
C 1.225 -0.975 -0.023 -0.002
H -2.773 0.510 0.009 0.347
H -0.299 1.740 0.233 0.405
H 1.968 1.310 -0.235 0.235
H 1.878 -1.900 -0.248 0.242
N -2.210 -0.393 -0.080 -0.750
N -0.006 0.848 0.157 -0.604
O -0.120 -1.314 0.213 -0.455
```

Computed properties:
HOMO level = -8.1 eV
LUMO energy = 0.7 eV
electronic energy = -301.4007 Eh
Kohn-Sham gap = 8.83 eV
SMILES = [H]/N=c1\[nH]cco1
ΔE to the lowest compared entry with this formula, charge and spin = 227.2 kJ/mol



Formula: C3H4N2O
Source: OMol25
Level of theory: ωB97M-V/def2-TZVPD

Geometry as XYZ:
```
10
Properties=species:S:1:pos:R:3:nbo_charge:R:1
C 0.392 1.554 -0.009 -0.706
C -0.039 0.005 -0.061 0.060
C -1.464 -0.265 -0.140 0.239
H 0.437 1.918 1.221 0.263
H 1.541 1.667 -0.499 0.209
H -0.366 2.255 -0.620 0.276
H 2.153 0.382 0.133 0.455
N 0.730 -0.967 -0.034 -0.011
N -2.613 -0.311 0.119 -0.273
O 2.010 -0.630 0.053 -0.513
```

Computed properties:
HOMO level = -10.5 eV
LUMO energy = 0.3 eV
electronic energy = -301.3307 Eh
Kohn-Sham gap = 10.76 eV
SMILES = C/C(C#N)=N\O
ΔE to the lowest compared entry with this formula, charge and spin = 410.9 kJ/mol